(1)
This record from OMol25 describes a single C7H18N2 molecule in a non-equilibrium geometry. The level of theory is ωB97M-V with the def2-TZVPD basis set.

Structure (XYZ):
```
27
C7H18N2, DFT ωB97M-V with the def2-TZVPD basis set
N 1.25 1.16 -1.50
N -0.18 -0.89 0.18
C 1.46 0.23 1.71
C -0.84 -0.95 -1.37
C 0.75 -2.00 0.27
C -2.04 -0.05 -1.59
C 0.61 1.57 -0.30
C 0.22 0.34 0.81
C -0.95 0.88 1.64
H -0.69 1.83 2.10
H 0.63 0.47 -2.00
H -1.19 -1.98 -1.30
H -1.20 0.17 2.43
H -0.33 2.07 -0.55
H 1.67 -1.86 -0.32
H 1.25 2.25 0.26
H 1.28 -0.45 2.54
H 0.26 -2.90 -0.11
H -1.83 1.02 1.02
H -2.72 -0.11 -0.74
H 2.34 -0.10 1.16
H 1.67 1.21 2.14
H 2.12 0.69 -1.30
H -1.77 0.99 -1.75
H -2.59 -0.39 -2.47
H 1.03 -2.20 1.30
H -0.19 -1.00 -2.25
```

Computed properties:
HOMO: -7.87 eV
spin multiplicity: 1
SMILES: CCN(C)C(C)(C)CN
LUMO energy: 0.03568 hartree
net charge: 0


(2)
This record from OMol25 describes 8 unconnected molecules or ions with the total composition C36H54N8O15 in a non-equilibrium geometry. The level of theory is ωB97M-V with the def2-TZVPD basis set.

Structure (XYZ):
```
113
C36H54N8O15, DFT ωB97M-V with the def2-TZVPD basis set
O 8.08 -4.91 -5.57
O -0.57 8.30 5.09
O -4.37 -4.13 -1.29
O 2.62 -3.14 -0.35
O -7.08 0.93 0.62
O 1.47 4.34 -1.50
O 1.81 -4.15 0.15
O -5.20 0.13 3.27
O 3.54 -0.60 -3.19
O 4.22 -1.12 1.95
O -2.48 -1.09 -3.84
O 0.33 2.94 -2.80
O -0.85 1.01 -4.77
O 5.24 -4.10 -1.84
O -2.23 4.30 5.01
N 6.60 -6.55 -5.98
N -6.65 2.52 2.15
N -6.71 -1.43 2.73
N 4.86 -3.24 1.55
N 6.87 -5.06 -3.05
N -3.86 -1.90 -1.52
N 1.10 7.33 3.94
N -2.72 6.40 4.40
C 5.07 -1.99 2.05
C 2.41 -0.30 -2.92
C -0.12 0.79 1.44
C -1.21 -3.01 -2.79
C -3.01 5.24 5.05
C -3.62 -3.31 -1.79
C 7.55 -5.67 -6.37
C -2.51 -3.86 -2.74
C 0.08 -3.48 -2.31
C 6.33 -4.01 -2.38
C 7.16 -2.75 -2.36
C -7.15 2.10 0.96
C -1.32 -1.64 -3.33
C -6.01 -0.70 3.63
C -0.16 0.66 -3.85
C 0.30 2.75 -0.19
C 0.78 1.64 -3.05
C -0.11 -0.82 -3.33
C -5.21 -1.46 -1.96
C -6.31 -0.99 5.08
C -7.79 3.16 0.11
C -0.46 1.71 2.54
C 0.25 1.33 0.12
C 1.22 -1.31 -2.85
C -0.44 3.14 2.21
C 7.91 -5.69 -7.83
C 1.36 9.65 4.64
C 0.72 3.39 -1.53
C 6.39 -1.77 2.74
C -3.59 -1.54 -0.10
C 2.66 -3.24 -1.79
C 1.32 -2.67 -2.34
C -0.07 3.68 0.91
C 2.00 1.19 -2.64
C -4.31 5.20 5.79
C 0.53 8.39 4.59
H 6.14 -7.19 -6.60
H -1.86 6.45 3.90
H -7.06 -1.77 5.20
H -2.93 -3.90 -3.78
H 6.59 -1.95 -2.82
H 7.37 -2.50 -1.32
H -7.26 3.22 -0.84
H -5.81 -2.30 -2.43
H -7.75 4.14 0.59
H 6.34 -5.91 -3.09
H 6.93 -0.97 2.23
H -4.11 5.01 6.85
H 0.81 10.45 4.16
H 0.57 6.48 3.89
H 7.71 -4.71 -8.26
H -6.68 3.47 2.47
H -6.67 -0.08 5.56
H 0.21 -4.51 -1.87
H 2.01 7.37 3.51
H 1.60 -3.93 1.08
H 8.10 -2.87 -2.89
H -0.69 3.86 3.05
H -0.72 1.32 3.55
H -5.78 -0.96 -1.14
H -6.53 -1.25 1.75
H -5.11 -0.69 -2.78
H 7.77 -5.03 -3.52
H -4.93 4.40 5.39
H 0.49 0.57 -0.66
H 6.34 -6.56 -5.01
H -2.75 -2.19 0.26
H -5.39 -1.32 5.57
H 5.53 -3.98 1.61
H -2.80 -0.41 -3.22
H -3.33 7.20 4.41
H 7.01 -2.67 2.73
H 3.98 -3.41 1.08
H -8.83 2.90 -0.07
H -2.29 -4.93 -2.46
H 7.33 -6.44 -8.38
H -3.22 -0.48 -0.09
H 1.54 9.90 5.69
H 6.21 -1.48 3.77
H 2.73 1.80 -2.06
H -4.86 6.14 5.71
H 8.97 -5.93 -7.93
H -7.39 -2.13 2.98
H -6.21 1.82 2.74
H 2.32 9.53 4.14
H 2.85 -4.31 -2.06
H -4.53 -1.67 0.49
H -0.08 4.78 0.74
H 3.57 -2.68 -2.10
H -0.13 -0.30 1.67
```

Computed properties:
HOMO: -8.61 eV
spin multiplicity: 1
SMILES: CN(C)C(=O)Cc1cc(COO)c2c(c1O)C(=O)C(OC(=O)c1ccccc1)=CC2=O.CC(N)=O.CC(N)=O.CC(N)=O.CC(N)=O.CC(N)=O.CC(N)=O.CC(N)=O
LUMO energy: -0.01969 hartree
net charge: 0


(3)
This record from OMol25 describes a single C3H2BrCl molecule in a non-equilibrium geometry. The level of theory is ωB97M-V with the def2-TZVPD basis set.

Structure (XYZ):
```
7
C3H2BrCl, DFT ωB97M-V with the def2-TZVPD basis set
Br -0.83 1.32 0.51
Cl -1.78 -1.45 -0.44
C 0.75 0.96 -0.29
C -0.84 -0.77 0.81
C 1.77 0.75 -0.87
H -1.47 -1.05 1.79
H 2.41 0.23 -1.51
```

Computed properties:
HOMO: -7.96 eV
spin multiplicity: 1
LUMO energy: 0.00117 hartree
net charge: 0


(4)
This record from OMol25 describes a molecular structure, C26H30N6S2Se2TaTe2 in a non-equilibrium geometry. The level of theory is ωB97M-V with the def2-TZVPD basis set.

Structure (XYZ):
```
69
C26H30N6S2Se2TaTe2, DFT ωB97M-V with the def2-TZVPD basis set
Ta -0.49 -1.16 -0.95
Te -0.62 -1.22 -5.21
Te -3.18 -0.92 -4.31
Se 0.19 -2.41 -3.19
Se -2.53 0.09 -2.13
S 5.61 2.20 -3.57
S -4.36 4.33 2.38
N 0.37 -3.74 -0.44
N -0.99 1.06 0.17
N -2.72 -2.60 -0.01
N 1.74 -0.51 0.81
N -0.42 -2.26 1.84
N 1.05 0.62 -1.65
C 1.69 -0.96 2.21
C 6.72 1.00 -4.00
C -4.71 1.78 2.30
C 4.39 0.99 -3.19
C 0.29 -3.55 2.01
C 2.81 2.68 -2.29
C 1.14 -3.93 0.79
C 0.20 4.52 -0.41
C 4.90 -0.28 -3.42
C -2.54 2.57 1.25
C -0.30 2.11 -0.33
C -1.81 -2.39 2.29
C -1.76 3.65 0.82
C -3.77 2.74 1.96
C -2.67 -3.22 1.32
C 1.65 2.96 -1.58
C 1.30 4.28 -1.15
C 3.13 1.36 -2.63
C 6.22 -0.27 -3.87
C -5.81 3.69 2.97
C 0.24 -1.20 2.62
C 0.80 1.88 -1.21
C -2.06 1.29 0.92
C -5.86 2.32 2.87
C 2.16 0.38 -2.33
C -0.64 3.44 0.04
H 1.44 -4.98 0.91
H 3.48 3.49 -2.54
H 4.35 -1.19 -3.26
H 0.92 -3.54 2.90
H 6.79 -1.15 -4.09
H -0.31 -0.27 2.48
H -2.24 -1.39 2.37
H -3.67 -3.31 1.76
H -0.44 -4.34 2.16
H -3.08 -3.29 -0.67
H -2.05 4.66 1.08
H 0.22 -1.45 3.69
H -6.56 4.35 3.36
H -6.71 1.75 3.19
H 7.71 1.28 -4.32
H 2.12 -0.21 2.88
H -2.27 -4.24 1.22
H -0.06 5.52 -0.09
H -3.42 -1.86 0.02
H 1.96 5.09 -1.44
H -2.56 0.41 1.30
H 2.64 -0.75 0.40
H 2.32 -0.64 -2.65
H 0.94 -4.07 -1.22
H -4.59 0.72 2.15
H 2.27 -1.87 2.33
H -1.86 -2.86 3.28
H 2.04 -3.33 0.72
H 1.70 0.51 0.81
H -0.44 -4.36 -0.41
```

Computed properties:
HOMO (spin up / spin down): -14.81 / -14.81 eV
spin multiplicity: 1
LUMO energy (spin up / spin down): -0.39050 / -0.39047 hartree
net charge: +3


(5)
This record from OMol25 describes 2 unconnected molecules or ions with the total composition C24H39N2O4 in a non-equilibrium geometry. The level of theory is ωB97M-V with the def2-TZVPD basis set.

Structure (XYZ):
```
69
C24H39N2O4, DFT ωB97M-V with the def2-TZVPD basis set
O 1.84 3.97 -2.90
O 4.64 -1.25 -3.50
O -2.51 -0.67 1.05
O 2.31 1.49 1.15
N -3.27 0.05 1.57
N 2.80 -2.54 -3.99
C 1.10 1.87 -2.06
C -3.65 2.11 2.89
C -4.25 -0.76 4.01
C 1.31 -1.54 -2.30
C 3.78 -1.05 -5.69
C 2.41 -2.58 -2.57
C -2.89 -0.04 3.95
C 2.12 2.93 -2.35
C 3.50 2.60 -1.90
C 4.95 1.42 -0.18
C 5.08 -0.12 -0.36
C 1.23 1.17 -0.94
C -2.79 0.85 2.72
C -6.47 -0.44 1.78
C -1.35 1.35 2.56
C 4.74 -0.92 0.91
C 2.40 1.51 -0.06
C 1.04 -1.31 -0.81
C -5.04 0.41 0.21
C 0.36 0.04 -0.49
C 3.79 -1.60 -4.28
C -4.83 -0.69 1.42
C -4.57 -1.56 2.73
C 3.66 1.89 -0.78
H -5.05 -0.04 4.21
H -0.63 0.53 2.49
H -3.76 -2.28 2.55
H 0.37 -1.89 -2.75
H -3.32 2.66 3.76
H -2.73 0.56 4.85
H -2.11 -0.80 3.93
H -4.13 0.66 -0.35
H -6.68 0.43 2.39
H 0.29 0.09 0.60
H 4.92 1.68 0.88
H 3.76 0.04 -5.66
H -4.24 -1.47 4.83
H 2.97 -1.43 -6.31
H -1.08 1.95 3.42
H 4.30 -1.87 0.61
H 5.64 -1.12 1.49
H 4.36 2.89 -2.49
H -5.46 1.32 0.61
H -5.67 0.02 -0.59
H 0.27 1.68 -2.73
H -6.90 -1.31 2.27
H -5.37 -2.25 2.95
H 4.35 -0.40 -1.12
H -1.24 1.97 1.67
H -0.65 0.10 -0.88
H 3.99 -0.42 1.53
H 6.05 -0.37 -0.76
H -4.71 1.88 3.03
H 1.94 -1.41 -0.19
H -7.04 -0.38 0.86
H 4.73 -1.31 -6.15
H 3.27 -2.42 -1.92
H 1.96 -3.56 -2.40
H -3.56 2.77 2.03
H 1.99 -2.27 -4.54
H 1.59 -0.63 -2.83
H 0.36 -2.09 -0.46
H 5.80 1.92 -0.65
```

Computed properties:
HOMO: -11.45 eV
spin multiplicity: 1
LUMO energy: -0.21462 hartree
net charge: +1


(6)
This record from OMol25 describes a molecular structure, C20H20N5NaO4Se2 in a non-equilibrium geometry. The level of theory is ωB97M-V with the def2-TZVPD basis set.

Structure (XYZ):
```
52
C20H20N5NaO4Se2, DFT ωB97M-V with the def2-TZVPD basis set
Se -2.90 3.95 -2.86
Se -3.35 0.05 -0.76
Na -0.75 0.28 -0.21
O -2.16 -0.79 -1.50
O -3.73 1.52 -1.69
O -2.93 0.35 0.79
O -4.75 -0.77 -0.81
N 1.46 0.43 -1.94
N 1.93 -0.61 0.93
N 0.82 1.96 0.89
N -0.36 -2.17 1.18
N -1.51 2.04 -1.13
C -1.52 -4.13 1.91
C 3.56 -0.41 -1.03
C 2.48 0.64 -4.50
C 0.96 1.41 2.09
C 0.69 0.89 -2.94
C -1.49 -2.84 1.41
C 2.72 0.10 -2.19
C -0.32 -4.76 2.19
C -2.54 2.36 -1.73
C 1.56 0.01 2.19
C 1.17 1.01 -4.24
C 0.80 -2.78 1.44
C 0.56 2.05 3.26
C 0.86 -4.07 1.95
C -0.03 3.30 3.15
C 0.23 3.16 0.79
C 3.27 0.18 -3.46
C 2.08 -2.04 1.10
C 3.12 0.03 0.37
C -0.21 3.86 1.90
H 0.52 1.39 -5.02
H -0.36 3.82 4.05
H 3.97 -0.11 1.06
H -0.70 4.82 1.78
H 2.42 -2.46 0.15
H 2.89 0.72 -5.50
H -2.46 -4.63 2.08
H 3.62 -1.50 -1.10
H 0.68 1.57 4.22
H -2.40 -2.29 1.19
H -0.32 1.20 -2.67
H 4.31 -0.09 -3.63
H 2.42 0.04 2.89
H 4.58 -0.05 -1.16
H 0.79 -0.61 2.66
H 2.89 1.10 0.32
H 1.82 -4.53 2.15
H 2.86 -2.28 1.85
H -0.29 -5.77 2.58
H 0.06 3.52 -0.22
```

Computed properties:
HOMO: 0.71 eV
spin multiplicity: 1
LUMO energy: 0.12945 hartree
net charge: -2


(7)
This record from OMol25 describes a molecular structure, C2H3Cl3N2 in a non-equilibrium geometry. The level of theory is ωB97M-V with the def2-TZVPD basis set.

Structure (XYZ):
```
10
C2H3Cl3N2, DFT ωB97M-V with the def2-TZVPD basis set
Cl 1.88 0.16 0.42
Cl -0.83 -0.80 1.37
Cl 0.05 -1.22 -1.35
N 0.17 2.16 -0.29
N -2.01 0.94 -0.26
C -0.59 1.15 -0.21
C 0.15 -0.09 -0.05
H -2.19 1.69 -1.30
H -2.24 -0.12 -0.30
H 1.27 2.14 -0.32
```

Computed properties:
HOMO: -9.73 eV
spin multiplicity: 1
LUMO energy: 0.00938 hartree
net charge: 0


(8)
This record from OMol25 describes a molecular structure, C55H62BF2MoN3OP2SSbSi3 in a non-equilibrium geometry. The level of theory is ωB97M-V with the def2-TZVPD basis set.

Structure (XYZ):
```
132
C55H62BF2MoN3OP2SSbSi3, DFT ωB97M-V with the def2-TZVPD basis set
Sb 1.53 1.61 -0.89
Mo -0.24 0.20 0.72
S -1.10 1.40 2.60
P -1.70 1.94 -0.24
P -0.66 -1.70 2.28
Si 3.09 3.78 0.42
Si 1.22 2.67 -3.43
Si 3.43 -0.23 -1.64
F 1.41 0.35 3.33
F 2.75 0.63 1.60
O -0.50 2.66 3.01
N 0.08 -1.34 -0.77
N 0.35 -3.33 -1.67
N 2.92 -9.55 -2.40
C 3.77 -1.64 -0.44
C 5.02 0.77 -1.76
C 2.77 -4.21 4.07
C -1.63 3.75 -0.03
C 0.23 1.51 -4.53
C -0.14 -2.51 -2.66
C -3.22 2.32 -4.04
C -1.84 -2.90 1.60
C -2.76 4.51 -0.34
C 1.92 -6.31 -3.18
C -0.61 5.70 0.96
C -2.94 -2.36 0.92
C -0.30 -1.29 -2.10
C 2.37 5.24 -0.52
C 0.78 -5.56 -0.76
C -2.19 -1.81 4.66
C -2.20 0.04 6.22
C -2.86 1.61 2.22
C -1.53 -1.02 3.73
C 0.45 -2.60 -0.55
C -5.48 1.82 1.37
C 2.46 -8.51 -2.26
C -1.37 0.33 4.01
C -3.87 1.71 3.16
C -1.73 6.45 0.63
C 4.90 3.52 0.04
C 3.02 -3.28 3.07
C 1.31 -6.82 -0.90
C -2.80 5.85 -0.02
C -0.56 4.35 0.62
C 1.39 -5.05 -3.04
C 3.01 2.82 -3.98
C -4.47 1.74 0.43
C -3.61 0.07 -3.28
C -1.66 0.87 5.25
C -2.44 1.63 -1.87
C -3.90 -3.18 0.37
C -2.53 -1.27 5.90
C 1.89 -7.20 -2.11
C 0.41 4.37 -3.24
C 0.83 -4.67 -1.83
C 1.48 -4.35 4.58
C 0.68 -2.67 3.05
C -2.56 2.61 -2.85
C -1.72 -4.29 1.71
C 2.87 -0.94 -3.31
C -3.14 1.66 0.85
C -5.19 1.83 2.73
C 2.65 3.60 2.24
C -3.79 -4.56 0.50
C -3.75 1.05 -4.25
C 0.45 -3.58 4.08
C 1.98 -2.53 2.56
C -2.70 -5.11 1.17
C -2.96 0.36 -2.09
B 1.49 0.40 2.00
H 4.88 1.77 -2.17
H 2.98 -2.02 -3.31
H 3.46 1.85 -4.17
H -2.61 -6.18 1.28
H -0.74 1.25 -4.12
H 0.29 -5.27 0.16
H 1.16 5.15 -3.22
H -4.26 0.83 -5.18
H 0.21 6.15 1.49
H 3.29 2.86 2.71
H 1.35 5.09 -0.85
H 5.46 4.27 0.60
H 4.02 -3.15 2.69
H 2.36 -6.63 -4.12
H -2.15 3.60 -2.69
H 0.78 0.60 -4.76
H 0.84 -2.99 0.37
H 5.74 0.25 -2.39
H -0.87 -4.72 2.23
H -6.51 1.90 1.04
H -3.65 1.70 4.22
H -3.05 -1.89 6.62
H 3.05 3.39 -4.91
H 2.98 -2.38 -0.38
H 2.99 5.48 -1.39
H -2.47 -2.83 4.42
H -0.21 4.46 -2.35
H 1.43 -4.35 -3.87
H 2.38 6.12 0.12
H 5.47 0.86 -0.77
H 2.18 -1.80 1.78
H 3.99 -1.27 0.56
H 1.29 -5.06 5.37
H 5.13 3.66 -1.01
H 0.05 2.02 -5.49
H -1.45 1.92 5.44
H 3.62 3.35 -3.25
H 5.26 2.54 0.36
H 1.27 -7.53 -0.08
H -2.42 0.43 7.21
H -4.55 -5.21 0.09
H -0.35 -2.86 -3.65
H 1.84 -0.70 -3.55
H 2.84 4.56 2.74
H -2.88 -0.41 -1.33
H -3.62 4.05 -0.82
H -3.68 6.44 -0.26
H -3.04 -1.28 0.86
H -0.23 4.56 -4.11
H 3.50 -0.55 -4.12
H -0.54 -3.69 4.51
H 4.67 -2.16 -0.79
H 3.58 -4.82 4.46
H -4.71 1.76 -0.62
H -5.98 1.92 3.46
H -1.77 7.50 0.90
H -4.75 -2.76 -0.15
H -0.64 -0.38 -2.57
H -4.03 -0.92 -3.45
H 1.61 3.34 2.44
H -3.34 3.09 -4.79
H 0.30 3.76 0.89
```

Computed properties:
HOMO (spin up / spin down): -15.24 / -15.40 eV
spin multiplicity: 3
LUMO energy (spin up / spin down): -0.34316 / -0.33721 hartree
net charge: +3


no.,E_tot (Ha)
1,-386.95453
2,-2970.75439
3,-3149.46005
4,-7528.76162
5,-1347.82853
6,-6313.97277
7,-1567.99485
8,-4854.27129